[1]
The following is a quantum chemistry calculation of 14 unconnected molecules or ions with the total composition H28O14, from OMol25.

Its HOMO energy is -10.498 eV. As for the energy above the lowest of the compared OMol25 structures with the same formula, charge and spin: 270.27 kJ/mol. Its LUMO energy is -0.24 eV. The gap between HOMO and LUMO is 10.254 eV.

Cartesian coordinates (Å):
O 2.904 3.560 1.614
H 2.201 4.150 1.888
H 2.847 3.346 0.692
O 3.329 -2.155 1.333
H 4.263 -1.969 1.405
H 3.134 -2.609 0.517
O 0.249 -2.429 -3.850
H -0.591 -1.964 -3.937
H 0.370 -2.817 -4.721
O 0.635 0.721 -1.734
H 0.839 1.660 -1.676
H 1.312 0.419 -1.108
O -2.007 1.193 2.451
H -1.316 0.654 2.826
H -2.865 0.928 2.776
O 3.245 0.526 0.174
H 3.250 0.070 1.029
H 3.287 1.408 0.559
O -0.974 3.919 1.904
H -1.664 3.790 1.258
H -0.848 3.213 2.526
O -2.931 -2.391 -3.008
H -3.572 -1.719 -2.742
H -3.051 -3.043 -2.307
O -3.575 1.105 -0.847
H -3.048 0.618 -1.516
H -3.588 0.572 -0.050
O 1.333 -0.503 4.175
H 1.881 -0.679 3.413
H 1.024 0.402 4.214
O 3.105 -0.895 -3.126
H 2.418 -1.510 -2.866
H 2.701 -0.108 -3.494
O -3.105 -2.551 2.807
H -2.300 -3.035 2.639
H -3.216 -1.980 3.553
O -1.887 0.519 -2.860
H -1.159 1.133 -2.884
H -1.639 -0.398 -2.739
O -0.632 -0.601 0.556
H -0.327 -0.004 -0.141
H -0.036 -0.542 1.295

[2]
The following is a quantum chemistry calculation of 14 unconnected molecules or ions with the total composition H28O14, from OMol25.

Its HOMO energy is -10.628 eV. As for the energy above the lowest of the compared OMol25 structures with the same formula, charge and spin: 168.23 kJ/mol. Its LUMO energy is -0.19 eV. The gap between HOMO and LUMO is 10.435 eV.

Cartesian coordinates (Å):
O -3.422 -1.341 -0.630
H -3.630 -0.573 -0.074
H -2.538 -1.238 -0.963
O 1.730 2.796 0.001
H 1.178 2.003 0.169
H 2.491 2.378 -0.413
O 1.080 1.237 2.950
H 1.022 1.963 3.512
H 0.339 0.719 3.188
O -2.276 1.967 -0.729
H -2.029 1.477 0.043
H -2.331 2.910 -0.478
O 0.758 -1.664 3.670
H 0.826 -1.695 2.727
H 1.094 -2.489 3.894
O -1.159 -1.130 -1.928
H -0.625 -1.899 -1.693
H -0.997 -1.057 -2.845
O -3.087 0.500 -3.089
H -3.064 1.454 -3.242
H -2.700 0.356 -2.282
O 2.089 -1.633 0.855
H 2.455 -1.623 -0.044
H 2.669 -2.247 1.313
O 0.150 0.333 0.113
H -0.134 0.134 -0.792
H 0.856 -0.237 0.350
O 1.819 0.609 -2.274
H 1.046 1.150 -2.402
H 1.436 -0.268 -2.237
O 0.010 -3.305 -0.524
H 0.539 -2.869 0.167
H -0.545 -3.998 -0.172
O -0.170 2.485 -2.215
H -1.027 2.414 -1.770
H 0.373 2.805 -1.474
O 3.434 1.001 1.693
H 3.530 1.951 1.740
H 2.473 1.021 1.919
O -1.065 -1.765 1.541
H -0.687 -0.902 1.256
H -1.907 -1.733 1.171

[3]
The following is a quantum chemistry calculation of 14 unconnected molecules or ions with the total composition H28O14, from OMol25.

Its HOMO energy is -11.035 eV. As for the energy above the lowest of the compared OMol25 structures with the same formula, charge and spin: 49.02 kJ/mol. Its LUMO energy is 0.11 eV. The gap between HOMO and LUMO is 11.143 eV.

Cartesian coordinates (Å):
O 3.111 1.883 -0.687
H 2.292 1.763 -1.150
H 3.805 1.694 -1.303
O 0.445 1.808 -1.311
H 0.369 1.582 -2.235
H -0.145 2.518 -1.214
O 0.219 2.051 3.441
H 0.414 1.796 4.341
H 0.835 1.599 2.869
O -2.298 -0.886 0.257
H -2.663 -0.044 -0.069
H -2.712 -1.610 -0.242
O -2.726 1.172 -1.436
H -2.219 0.503 -1.912
H -2.259 1.951 -1.359
O 1.504 -0.182 -3.314
H 0.804 -0.384 -3.873
H 1.055 -0.452 -2.519
O -1.506 2.492 1.343
H -1.176 2.081 2.131
H -2.432 2.599 1.229
O -1.357 -0.825 -2.513
H -1.871 -1.399 -3.089
H -0.976 -1.441 -1.879
O 2.575 1.344 1.966
H 2.783 2.211 2.380
H 2.674 1.518 1.035
O -0.654 -1.206 2.894
H -1.239 -0.530 3.194
H -0.198 -0.713 2.243
O -0.308 -2.953 -1.269
H 0.595 -2.703 -1.373
H -0.493 -3.054 -0.320
O 2.146 -1.699 -1.011
H 1.699 -1.190 -0.316
H 2.994 -1.309 -1.010
O 0.252 -0.105 0.624
H 0.432 0.648 0.014
H -0.630 -0.297 0.352
O -0.921 -3.452 1.321
H -1.129 -2.647 1.762
H -1.087 -4.117 1.992

[4]
The following is a quantum chemistry calculation of 14 unconnected molecules or ions with the total composition H28O14, from OMol25.

Its HOMO energy is -9.615 eV. As for the energy above the lowest of the compared OMol25 structures with the same formula, charge and spin: 786.98 kJ/mol. Its LUMO energy is -0.62 eV. The gap between HOMO and LUMO is 8.992 eV.

Cartesian coordinates (Å):
H 1.024 -1.060 1.742
H 0.222 -0.327 0.515
H -1.538 1.302 -2.675
H -1.144 1.933 -4.130
H -3.371 0.854 -0.310
H -1.973 1.317 -0.208
H 1.296 -3.416 0.441
H 0.928 -3.218 1.851
H -1.635 -2.780 -2.744
H -1.082 -3.966 -3.401
H 0.477 0.401 4.232
H -0.685 0.914 3.267
H 0.057 -2.353 4.534
H 1.351 -1.672 3.939
H 3.741 1.519 -0.620
H 2.261 2.098 -0.970
H -0.172 -0.213 -1.357
H -0.629 -1.527 -1.776
H 0.608 1.895 0.916
H 1.252 3.277 0.804
H -3.285 4.043 0.002
H -2.352 3.192 0.757
H -2.352 2.442 3.399
H -3.732 1.892 3.127
H 1.510 0.128 -3.385
H 2.534 -0.808 -4.062
H 2.604 -2.243 -2.502
H 2.726 -1.474 -1.184
O 0.276 -0.418 1.468
O -1.004 1.171 -3.457
O -2.480 0.687 -0.760
O 0.754 -3.859 1.177
O -1.360 -3.638 -2.520
O 0.027 0.315 3.330
O 0.814 -2.537 3.985
O 2.824 1.756 -0.260
O -0.034 -0.845 -2.010
O 1.368 2.395 0.568
O -2.394 4.021 0.182
O -2.812 1.602 3.081
O 2.197 -0.598 -3.251
O 3.181 -2.203 -1.735

[5]
The following is a quantum chemistry calculation of 14 unconnected molecules or ions with the total composition H29O14, from OMol25.

Its HOMO energy is -13.266 eV. The total charge is +1. As for the energy above the lowest of the compared OMol25 structures with the same formula, charge and spin: 836.30 kJ/mol. Its LUMO energy is -2.45 eV. The gap between HOMO and LUMO is 10.812 eV.

Cartesian coordinates (Å):
O 1.519 -3.086 -1.641
H -1.664 1.609 -2.351
O 3.953 -1.964 -0.673
H 4.668 -2.683 -0.790
H -0.872 -0.009 -1.697
O -2.829 3.185 -1.757
H 1.186 0.265 5.186
H -3.277 3.251 -0.977
O -0.335 -2.278 2.536
H 0.413 -1.722 2.873
H -0.332 -2.853 3.288
O 0.073 4.611 -0.894
H -0.194 4.719 -0.015
H 0.524 5.197 -1.319
O -0.718 -2.175 0.155
H -0.099 -0.907 -0.286
H -0.963 -2.275 1.014
O -4.022 -1.096 -2.546
H -4.618 -0.398 -2.341
H -4.101 -1.844 -2.018
O 1.591 -1.373 0.704
H 2.420 -1.419 1.234
H 1.958 -1.778 -0.094
O 0.701 1.742 -2.063
H 1.538 1.828 -2.651
H 0.978 -3.727 -2.190
O -1.739 0.665 -2.519
H -2.994 -0.117 2.923
H -2.092 3.865 -1.827
O 1.595 -0.442 4.574
H -0.249 -2.680 -0.303
H 2.810 0.827 2.462
O 2.196 1.500 2.682
H 0.658 2.593 -1.605
H 2.678 2.171 2.836
O -3.025 0.398 2.344
H 4.156 -1.610 -1.653
H -3.726 0.969 2.266
O 0.100 -0.520 -1.232
H -2.813 0.473 -2.737
H 0.396 0.397 -0.782
H 2.428 -3.349 -2.138
H 2.123 0.039 4.021

[6]
The following is a quantum chemistry calculation of 14 unconnected molecules or ions with the total composition H29O14, from OMol25.

Its HOMO energy is -13.141 eV. The total charge is +1. As for the energy above the lowest of the compared OMol25 structures with the same formula, charge and spin: 415.82 kJ/mol. Its LUMO energy is -3.07 eV. The gap between HOMO and LUMO is 10.070 eV.

Cartesian coordinates (Å):
O -1.407 -0.939 2.176
H -1.192 -0.956 1.214
O -2.284 3.083 -0.246
H -2.912 3.679 -0.660
H -1.647 2.893 -0.922
O 2.714 -3.514 1.334
H -1.027 0.112 2.137
H 3.591 -3.760 1.021
O -0.851 -1.221 -3.702
H -1.048 -0.946 -4.595
H -1.509 -1.820 -3.329
O 0.993 0.257 -2.392
H 1.033 -0.676 -2.149
H 0.861 0.340 -3.333
O -3.288 -2.289 -2.022
H -4.010 -2.876 -2.264
H -3.541 -1.397 -2.288
O 1.939 3.125 -2.091
H 1.738 2.177 -2.177
H 1.541 3.455 -2.895
O -0.522 -2.723 -0.536
H -0.435 -3.614 -0.187
H -1.377 -2.912 -0.956
O 4.993 -0.959 -1.210
H 4.950 -1.806 -0.738
H 5.250 -0.379 -0.477
O 0.282 3.478 0.782
H 0.749 3.790 0.010
H -0.043 4.114 1.424
O 0.086 0.616 1.148
H 2.098 -3.746 0.644
H 2.785 -1.393 1.216
O 2.371 -0.783 0.606
H 2.722 -0.122 0.013
H 0.733 -0.091 0.958
O -3.838 0.047 1.780
H -4.492 -0.131 2.449
H -3.897 -0.326 0.897
O -0.888 2.098 4.846
H -0.139 1.537 4.625
H -0.870 2.886 4.289
H -2.404 -0.796 2.295
H -0.124 0.931 0.222

[7]
The following is a quantum chemistry calculation of 14 unconnected molecules or ions with the total composition H29O14, from OMol25.

Its HOMO energy (spin up / spin down) is -16.577 / -16.385 eV. The total charge is +2. As for the energy above the lowest of the compared OMol25 structures with the same formula, charge and spin: 175.01 kJ/mol. Its LUMO energy (spin up / spin down) is -6.13 / -13.96 eV. The spin multiplicity is 2. The gap between HOMO and LUMO (spin up / spin down) is 10.451 / 2.426 eV. The expectation value of S² is 0.756.

Cartesian coordinates (Å):
O -2.710 0.698 3.204
H 1.443 -2.550 -0.039
O -0.365 2.777 1.689
H -1.331 2.856 1.697
H 1.991 -1.328 2.489
O 0.318 -1.357 -3.356
H 0.107 3.406 -0.865
H 0.471 -2.249 -3.714
O -1.561 -0.521 0.014
H -1.601 -1.180 -0.700
H -1.601 -0.887 0.916
O 2.587 2.148 -0.369
H 2.099 2.179 -1.201
H 3.454 2.566 -0.376
O -3.435 -1.640 2.002
H 1.662 -0.544 3.572
H -4.241 -1.264 2.338
O -2.440 -2.920 -0.850
H -1.779 -3.551 -0.528
H -2.552 -3.207 -1.763
O 0.561 0.598 0.448
H 0.746 0.584 1.408
H -0.558 -0.084 0.065
O 1.691 1.836 4.235
H 2.525 1.364 4.233
H -2.581 0.114 3.959
O 0.631 -2.504 -0.559
H -0.915 -1.503 -4.858
H 1.005 -1.340 -2.677
O 0.595 3.542 -1.682
H -3.780 -2.296 1.387
H 3.618 0.767 -2.567
O 3.727 0.843 -3.526
H 1.839 2.768 4.367
H 4.075 -0.030 -3.758
O -1.486 -2.247 -4.652
H -0.411 2.273 2.522
H -2.397 -1.926 -4.655
O 1.353 -0.611 2.652
H 0.786 -1.698 -1.050
H 0.450 1.515 0.183
H -2.285 0.252 2.477
H 0.296 4.351 -2.110

[8]
The following is a quantum chemistry calculation of 15 unconnected molecules or ions with the total composition H29O15, from OMol25.

Its HOMO energy is -7.121 eV. The total charge is -1. As for the energy above the lowest of the compared OMol25 structures with the same formula, charge and spin: 25.87 kJ/mol. Its LUMO energy is 2.51 eV. The gap between HOMO and LUMO is 9.628 eV.

Cartesian coordinates (Å):
O 1.539 2.130 -4.005
H 1.441 3.057 -4.001
H 2.408 -2.019 -1.889
O 1.086 0.713 1.676
H 0.754 0.678 0.763
H -0.955 0.967 -2.828
O 1.762 -2.547 -2.360
H 0.269 -1.262 -0.612
H 1.239 -3.574 -0.504
O -3.767 0.025 -2.125
H -1.153 1.659 0.001
H -4.437 -0.213 -1.490
O -3.399 -0.176 0.859
H -2.856 0.068 0.120
H -0.527 -0.041 -1.098
O 2.031 -1.341 3.486
H -0.666 -0.352 2.542
H 1.580 -0.655 2.961
O -1.805 1.426 -1.491
H -4.304 -0.402 0.678
H 1.115 1.645 1.877
O 1.192 5.220 -1.832
H 0.494 4.857 -1.279
H 0.815 1.498 -3.856
O -1.084 2.058 0.921
H -1.967 2.238 1.238
H 1.224 -1.862 -2.773
O -1.368 -0.234 3.177
H -3.047 0.685 -1.806
O -0.873 -3.152 4.479
H -0.965 -2.423 5.084
H -2.205 0.085 2.849
O 5.214 -1.174 1.929
H 4.301 -0.973 2.143
H 5.162 -1.901 1.320
O 0.316 -0.305 -0.700
H -2.166 2.262 -1.799
H 1.400 4.521 -2.459
O 1.259 -3.646 0.468
H 1.286 -1.706 3.973
H -1.072 -2.818 3.606
O -0.509 0.553 -3.621
H 2.210 -3.468 0.506
H -0.971 -0.105 -4.129

Number 1: largest force on an atom 2.19 eV/Å. Number 2: largest force on an atom 3.91 eV/Å. Number 3: largest force on an atom 3.11 eV/Å. Number 4: largest force on an atom 8.81 eV/Å. Number 5: largest force on an atom 18.84 eV/Å. Number 6: largest force on an atom 2.78 eV/Å. Number 7: largest force on an atom 1.99 eV/Å. Number 8: largest force on an atom 2.71 eV/Å.